A cluster of 2 separate species, C3H4BrNO in total at a distorted geometry, computed with ωB97M-V with the def2-TZVPD basis set.

Cartesian coordinates (Å):
C (0.450, 0.521, -0.135)
C (-0.274, -0.564, 0.107)
N (-1.328, -1.076, -0.689)
C (-2.300, -0.525, -1.122)
O (-3.355, -0.211, -1.520)
H (0.316, 1.185, -1.070)
H (1.143, 0.959, 0.458)
H (-0.203, -1.205, 1.024)
Br (-2.262, 2.755, -1.606)
H (-3.653, 2.632, -1.517)

Atoms 1-6, force components in eV/Å:
-2.29 0.39 -3.64
-0.18 -0.71 1.20
1.34 0.45 0.13
-1.91 -0.30 -0.41
0.60 0.03 0.00
-0.15 -1.56 1.35

Calculated values
Max |F| = 0.084 hartree/bohr
Highest occupied orbital energy = -9.72 eV
Frontier orbital gap = 10.4 eV
Relative energy (zero: lowest compared OMol25 entry of this formula, charge and spin) = 80.9 kJ/mol
Energy = -76754.6814 eV